Density functional theory data (the ωB97M-V functional and the def2-TZVPD basis) for a structure of composition C18H18N3O5ScSe.

- frontier orbital gap (eV) = 8.17
- M (u) = 480.3
- HOMO energy (eV) = -8.371
- energy relative to the best compared isomer or geometry (same formula, charge and spin) (kJ/mol) = 0.0
- lowest unoccupied orbital energy (eV) = -0.200

```
46
Properties=species:S:1:pos:R:3:nbo_charge:R:1
Se -4.2657 0.1574 -1.2298 -0.19
Sc -1.9877 0.6216 0.0812 1.59
O 1.7415 0.0986 3.0830 -0.52
O -1.1889 2.4304 0.2895 -0.77
O 1.0491 4.2793 0.9368 -0.53
O 3.0707 2.6916 2.4080 -0.45
O -0.9750 0.2099 1.8543 -0.75
N 0.8075 1.9318 -1.8265 -0.59
N 1.9535 -0.0754 -1.4506 -0.42
N -0.4076 0.0388 -1.1054 -0.74
C -3.5828 -3.4752 0.8062 -0.18
C 3.2660 1.8503 -1.6860 -0.42
C 3.0883 0.4825 -2.1571 -0.22
C -0.3314 -1.3853 -0.8287 -0.22
C -3.7720 -2.5162 -0.1543 -0.25
C -0.1713 2.2600 1.0889 0.17
C 0.9505 3.1549 1.3564 0.37
C 2.0677 2.6575 -2.0528 -0.22
C -3.3679 -3.0655 2.1403 -0.22
C -3.9575 -1.1396 0.1470 -0.21
C 2.1017 -1.4545 -0.9686 -0.19
C 1.9788 2.3783 2.1085 0.41
C -3.8577 -0.7739 1.4378 -0.32
C 1.2437 1.0407 2.4786 0.39
C 0.9045 -1.8444 -0.0668 -0.43
C 0.8075 0.6193 -1.4581 0.70
C -3.5299 -1.7384 2.4214 -0.15
C -0.0829 1.1145 1.8218 0.23
H -3.9088 -2.9102 -1.1537 0.23
H -4.0311 0.2151 1.7179 0.23
H -0.4264 -1.9574 -1.8026 0.20
H -3.4498 -4.5610 0.6211 0.22
H 2.1331 -2.2089 -1.7863 0.19
H 3.4600 1.8063 -0.5984 0.22
H -1.2672 -1.6522 -0.2911 0.21
H -3.4493 -1.3622 3.3890 0.22
H 3.1895 0.4059 -3.2528 0.21
H 0.9794 -1.3467 0.8656 0.24
H 0.0224 2.4802 -1.4062 0.45
H 3.0181 -1.4729 -0.4589 0.21
H 3.9783 -0.1221 -1.8274 0.21
H 4.1537 2.3821 -2.1029 0.23
H -3.0644 -3.7798 2.9191 0.22
H 2.1369 2.9044 -3.0440 0.19
H 2.0815 3.5170 -1.4319 0.23
H 0.8914 -2.8867 0.1680 0.23
```



Density functional theory data (the ωB97M-V functional and the def2-TZVPD basis) for the molecule C18H18N4O3.

- frontier orbital gap (eV) = 7.61
- M (u) = 338.4
- structure (SMILES) = Cc1cc(C(=O)c2ccncn2)c(=O)n2c1C(=O)NC21CCCCC1
- HOMO energy (eV) = -8.535
- energy relative to the best compared isomer or geometry (same formula, charge and spin) (kJ/mol) = 401.0
- lowest unoccupied orbital energy (eV) = -0.921

```
43
Properties=species:S:1:pos:R:3:nbo_charge:R:1
O -0.3483 0.9610 -4.3027 -0.59
O 1.7365 3.1388 2.0323 -0.50
O 0.6144 -0.2913 1.1560 -0.61
N -1.2324 1.8127 3.6335 -0.44
N -0.2357 -0.8167 -3.0566 -0.59
N 0.3911 0.2270 -0.9769 -0.40
N -0.9675 1.0500 5.7890 -0.43
C -0.0209 0.4702 -3.1925 0.60
C -0.0951 -3.9611 -0.8199 -0.39
C 0.2743 0.6045 0.4159 0.65
C 0.2115 1.2507 -1.9781 0.11
C 0.3562 3.0333 -0.2427 -0.09
C 0.0456 -1.0643 -1.6307 0.32
C 1.0141 -3.4408 -1.7306 -0.40
C 0.4067 2.0688 0.7339 -0.20
C 0.8797 1.4195 4.4877 -0.25
C 0.1063 1.7790 3.4264 0.15
C -1.3820 -3.2710 -1.1322 -0.40
C 0.2912 1.1748 5.6875 0.06
C 1.2980 -1.9784 -1.4438 -0.42
C 0.1936 2.6211 -1.6403 -0.03
C -1.2821 -1.7478 -0.8578 -0.42
C 0.7512 2.3958 2.0834 0.54
C -1.7901 1.3741 4.7586 0.24
C -0.2369 3.6022 -2.7514 -0.65
H 0.2975 -1.2390 -3.7700 0.42
H -0.2661 -5.0416 -0.9801 0.21
H -2.2573 -1.2784 -1.1645 0.22
H 1.9387 -3.8999 -1.6129 0.21
H -1.1664 -1.6409 0.2621 0.23
H -0.8970 4.3870 -2.3431 0.22
H -1.6132 -3.4252 -2.1031 0.19
H 1.8129 -1.9882 -0.4747 0.25
H 0.8148 -3.6001 -2.7906 0.19
H 0.6761 4.0988 0.0138 0.25
H -0.9325 3.0587 -3.5096 0.26
H -2.0014 -3.8116 -0.4529 0.21
H 1.9927 1.3826 4.3405 0.24
H 2.0195 -1.7190 -2.2154 0.20
H 0.0138 -3.7698 0.2772 0.21
H -2.8864 1.2837 4.7380 0.20
H 0.6636 3.9375 -3.2613 0.23
H 0.8115 0.8534 6.5985 0.20
```



Density functional theory data (the ωB97M-V functional and the def2-TZVPD basis) for the molecule C18H18N4O5S2.

- frontier orbital gap (eV) = 8.91
- M (u) = 434.5
- structure (SMILES) = O=C(OCn1nnc2ccccc2c1=O)C1CCN(S(=O)(=O)c2cccs2)CC1
- HOMO energy (eV) = -9.131
- energy relative to the best compared isomer or geometry (same formula, charge and spin) (kJ/mol) = 14.7
- lowest unoccupied orbital energy (eV) = -0.223

```
47
Properties=species:S:1:pos:R:3:nbo_charge:R:1
S 3.3744 2.4112 0.3446 0.51
S 3.5048 -0.5830 0.6001 2.33
O 3.8704 -0.4593 1.9784 -0.93
O 4.0514 -1.6779 -0.1540 -0.95
O -5.2411 -1.2171 -0.3519 -0.59
O -1.7732 -2.1825 1.0584 -0.60
O -1.5716 -2.6220 -1.1283 -0.50
N -2.0269 1.1556 -0.7297 -0.22
N -2.0198 -0.0299 -1.0893 0.03
N -3.0842 -0.8202 -0.9458 -0.27
N 1.8422 -0.4746 0.4905 -0.68
C -5.4327 1.5354 0.6334 -0.15
C 1.1844 -2.3692 -0.9515 -0.42
C -5.3806 2.8522 1.0343 -0.20
C 0.3614 -2.9486 0.2054 -0.32
C 1.0983 -1.0052 1.6121 -0.24
C 3.9532 0.9079 -0.2458 -0.57
C 0.9721 -2.5276 1.5456 -0.42
C -4.3149 0.9539 0.0354 -0.19
C -2.8980 -2.2103 -1.3227 0.09
C 1.3128 -0.8520 -0.8028 -0.25
C -3.1423 1.7101 -0.1503 0.18
C -3.1052 3.0459 0.2640 -0.21
C 4.8780 2.3989 -1.7367 -0.27
C 4.7368 1.0488 -1.3493 -0.20
C -4.2189 3.6036 0.8488 -0.18
C 4.1972 3.2437 -0.9168 -0.39
C -4.3171 -0.4371 -0.4041 0.65
C -1.0922 -2.5308 0.1328 0.81
H -3.1023 -2.3511 -2.3891 0.20
H 0.3386 -0.3673 -0.9237 0.23
H 2.1848 -2.8036 -0.9224 0.24
H 1.9663 -2.9680 1.6397 0.22
H 0.1090 -0.5395 1.6107 0.21
H -6.2429 3.3090 1.4958 0.22
H 1.9990 -0.4592 -1.5562 0.22
H 1.6351 -0.7059 2.5125 0.24
H -4.1968 4.6343 1.1702 0.22
H -3.6041 -2.7953 -0.7168 0.23
H 0.3626 -4.0428 0.1269 0.24
H 0.3472 -2.8752 2.3686 0.23
H -6.3174 0.9322 0.7673 0.24
H 0.7188 -2.6073 -1.9070 0.23
H 5.4582 2.7198 -2.5825 0.23
H -2.1964 3.6065 0.1148 0.23
H 5.1871 0.2102 -1.8474 0.24
H 4.1328 4.3118 -0.9789 0.24
```



Density functional theory data (the ωB97M-V functional and the def2-TZVPD basis) for a structure of composition C18H18N6OS2Tc.

- frontier orbital gap (alpha / beta) (eV) = 5.67 / 5.72
- M (u) = 496.5
- HOMO energy (alpha / beta) (eV) = -13.430 / -13.480
- spin multiplicity = 2
- total charge = +2
- lowest unoccupied orbital energy (alpha / beta) (eV) = -7.759 / -7.764

```
46
Properties=species:S:1:pos:R:3:mulliken_spin:R:1
Tc 0.1461 -0.3232 0.5188 0.99
S 0.6600 -1.3787 -1.5292 -0.04
S -0.5410 1.6629 -0.2876 -0.04
O 1.1791 -0.5088 1.9372 0.08
N -1.7948 -0.5273 0.8159 -0.06
N 1.9049 0.9376 -2.1957 0.00
N -3.0742 2.6088 0.3442 0.00
N -2.7513 3.7309 -0.0977 0.00
N -2.6422 0.4551 0.7946 0.05
N 2.4983 -0.9824 -3.3589 0.00
C -3.6084 4.8638 -0.0608 0.00
C 2.0933 -0.4653 3.0533 0.00
C -1.9695 -4.1459 1.5808 0.01
C -5.6153 5.9525 0.5962 0.00
C 2.7227 1.6175 -2.9949 0.00
C -3.1125 -4.2114 2.3630 -0.01
C -3.9147 7.1632 -0.6182 0.00
C -3.4211 -1.8306 2.1381 -0.01
C 3.4580 1.0359 -4.0284 0.00
C -1.5541 -2.9257 1.0726 0.02
C -3.1308 6.0242 -0.6541 0.00
C -5.1528 7.1269 0.0069 0.00
C -2.2778 -1.7772 1.3579 0.01
C 3.3331 -0.3137 -4.1796 0.00
C -2.1700 1.5832 0.3167 0.01
C -4.8468 4.8061 0.5658 0.00
C 1.7690 -0.3619 -2.3990 0.02
C -3.8342 -3.0565 2.6353 0.00
H -5.7625 8.0197 0.0387 0.00
H -3.4435 -5.1623 2.7577 0.00
H -1.8227 3.8701 -0.5125 0.00
H 4.1035 1.6154 -4.6702 0.00
H 2.7412 0.3992 2.9439 0.00
H 2.6719 -1.3840 3.0364 0.00
H -5.1848 3.8835 1.0173 0.00
H 2.3936 -1.9862 -3.4633 0.00
H -3.5604 8.0776 -1.0731 0.00
H 2.8012 2.6804 -2.7979 0.00
H -4.7274 -3.1085 3.2426 0.00
H -3.9720 -0.9270 2.3563 0.00
H -2.1578 6.0372 -1.1338 0.00
H -0.6841 -2.8896 0.4211 -0.03
H 1.5161 -0.3970 3.9707 0.00
H -6.5787 5.9377 1.0868 0.00
H 3.8733 -0.8991 -4.9108 0.00
H -1.4070 -5.0422 1.3579 0.00
```



Density functional theory data (the ωB97M-V functional and the def2-TZVPD basis) for the molecule C18H18O5S.

- frontier orbital gap (eV) = 8.77
- M (u) = 346.4
- structure (SMILES) = Cc1ccc(S(=O)(=O)[C@H](C)C(=O)c2ccc3c(c2)OCCO3)cc1
- HOMO energy (eV) = -8.647
- lowest unoccupied orbital energy (eV) = 0.126

```
42
Properties=species:S:1:pos:R:3:nbo_charge:R:1
S 2.0575 -1.8610 0.1057 2.17
O -3.3262 2.2951 1.9221 -0.49
O -2.0479 2.0359 4.4587 -0.48
O -0.8198 -0.7939 -1.0462 -0.55
O 2.8569 -3.0558 0.0268 -0.94
O 2.3446 -0.9469 1.1797 -0.95
C -2.8108 3.1711 4.1073 -0.10
C 2.1408 -0.9842 -1.4493 -0.37
C -3.9034 2.7841 3.1124 -0.10
C 2.4273 -1.6754 -2.6090 -0.12
C -1.8938 0.6010 1.0889 -0.20
C -0.9038 -0.3663 1.2665 -0.19
C -2.3186 1.3921 2.1406 0.26
C 2.1692 0.3697 -3.8587 0.02
C 2.1567 1.1073 -5.1613 -0.63
C -0.3334 -0.5289 2.5313 -0.16
C 0.0370 -3.4547 -0.7865 -0.63
C 1.8908 1.0438 -2.6724 -0.22
C 1.8743 0.3710 -1.4657 -0.15
C 0.2841 -2.4045 0.2758 -0.53
C -1.7127 1.2488 3.3967 0.25
C -0.7285 0.2807 3.5742 -0.25
C -0.5219 -1.1530 0.0788 0.57
C 2.4436 -0.9927 -3.8127 -0.23
H -4.5451 2.0135 3.5619 0.18
H 1.6804 2.1026 -2.6994 0.22
H -2.1596 3.9299 3.6532 0.18
H -2.3447 0.7281 0.1173 0.24
H -3.2345 3.5585 5.0348 0.20
H 0.2197 -2.8111 1.2816 0.25
H 1.1282 1.3072 -5.4614 0.23
H 2.6486 -2.7293 -2.5526 0.23
H 2.6352 0.5265 -5.9454 0.22
H -0.0446 -2.9776 -1.7614 0.24
H -0.2784 0.1914 4.5498 0.23
H -4.5086 3.6470 2.8319 0.20
H 2.6669 2.0635 -5.0669 0.22
H -0.8886 -3.9909 -0.5852 0.22
H 1.6679 0.8765 -0.5354 0.24
H 0.4633 -1.2341 2.6945 0.23
H 0.8637 -4.1609 -0.7950 0.24
H 2.6681 -1.5242 -4.7258 0.21
```



Density functional theory data (the ωB97M-V functional and the def2-TZVPD basis) for a cluster of 3 separate species, C18H19BrCl4N3O in total.

- frontier orbital gap (eV) = 7.49
- M (u) = 515.1
- HOMO energy (eV) = -11.607
- total charge = +1
- lowest unoccupied orbital energy (eV) = -4.120

```
46
Properties=species:S:1:pos:R:3:nbo_charge:R:1
Br -5.2377 -0.6086 -2.3823 0.05
Cl 3.7677 -5.2611 3.0116 0.06
Cl 4.2739 0.4606 -1.4998 0.03
Cl 1.4181 0.5458 -3.0593 0.00
Cl 3.1607 -2.0638 3.0734 0.03
O -4.4472 -2.0586 0.0466 -0.52
N -1.2738 1.0371 1.8615 -0.60
N 0.5738 -0.1363 0.4918 -0.78
N -0.8303 1.5676 -0.6428 -0.60
C 0.6087 -2.7773 2.6621 -0.25
C 4.2165 4.0994 -3.1378 -0.18
C -4.4022 0.4305 0.5888 -0.52
C -0.1736 -5.0506 2.4209 -0.20
C 3.7450 1.8425 -2.3918 -0.07
C -4.6684 -0.8116 -0.4467 0.46
C 4.5901 2.9563 -2.4284 -0.21
C -2.1999 0.9556 -1.0088 -0.26
C -0.4353 -3.6817 2.4583 -0.20
C 1.1314 -5.5163 2.5917 -0.20
C 2.9982 4.1318 -3.8148 -0.19
C 2.5194 1.8771 -3.0672 -0.08
C 2.1507 3.0229 -3.7793 -0.22
C -3.2448 1.4925 0.1308 -0.24
C -0.4473 0.7727 0.6234 0.73
C 2.1797 -4.6141 2.7994 -0.07
C 1.9179 -3.2394 2.8316 -0.07
C -2.4467 1.9585 1.5232 -0.25
H -0.9856 -5.7559 2.2592 0.23
H -1.4520 -3.3180 2.3286 0.22
H -2.0157 -0.2057 -1.0143 0.20
H -2.0547 3.0697 1.3354 0.25
H -3.8042 2.4768 -0.2453 0.26
H 1.2017 3.0581 -4.3093 0.23
H 0.6300 -0.6390 -0.4433 0.45
H -3.2461 1.9974 2.3901 0.25
H 4.8761 4.9638 -3.1621 0.23
H -4.1659 0.0150 1.6817 0.25
H -1.6261 0.1415 2.3031 0.42
H 0.3951 -1.7112 2.6878 0.19
H -0.1273 1.2880 -1.3863 0.41
H 2.7075 5.0206 -4.3702 0.23
H -5.4466 0.9960 0.7016 0.27
H 1.3256 -6.5860 2.5623 0.24
H 1.2588 -0.4160 1.2315 0.46
H -2.4585 1.3338 -2.1017 0.27
H 5.5433 2.9397 -1.9049 0.24
```